Formula: C10H24N2O5
Source: the OMol25 dataset
Level of theory: the ωB97M-V functional and the def2-TZVPD basis

Atoms and positions in Å:
C  -2.84  1.85  -1.51
C  -1.53  2.51  -1.10
O  -0.75  2.79  -2.26
C  -0.78  1.59  -0.15
N  0.29  2.24  0.59
C  1.54  1.53  0.67
C  1.55  0.24  1.53
O  0.46  0.17  2.42
C  -0.45  -0.84  2.18
O  0.05  -2.09  2.62
C  0.54  -2.95  1.67
O  1.60  -3.54  1.86
C  -0.31  -3.20  0.44
C  0.36  -2.63  -0.80
C  -0.48  -2.84  -2.06
N  -1.45  -1.79  -2.36
H  -3.58  1.92  -0.71
H  -3.23  2.33  -2.40
H  -2.70  0.79  -1.72
H  -1.75  3.45  -0.62
H  -0.29  1.98  -2.49
H  -0.37  0.74  -0.70
H  -1.52  1.16  0.54
H  -0.02  2.52  1.51
H  1.87  1.27  -0.33
H  2.29  2.20  1.06
H  1.62  -0.65  0.89
H  2.46  0.24  2.12
H  -0.73  -0.87  1.13
H  -1.33  -0.62  2.77
H  -1.28  -2.73  0.57
H  -0.46  -4.27  0.32
H  0.51  -1.55  -0.69
H  1.34  -3.08  -0.92
H  -1.02  -3.78  -2.01
H  0.17  -2.91  -2.93
H  -2.20  -1.76  -1.68
H  -1.00  -0.89  -2.40
O  4.32  3.49  1.49
H  3.97  4.01  2.22
H  5.11  3.95  1.22

## Properties
**Total charge**: 0
**HOMO level**: -8.824 eV
**Frontier orbital gap**: 9.429 eV
**DFT total energy**: -23975.8054 eV
**LUMO**: 0.61 eV
**SMILES**: C[C@H](O)CNCCOCOC(=O)CCCN.O
**ΔE to the lowest compared entry with this formula, charge and spin**: 0.000 eV
**F_max**: 2.71 eV Å⁻¹

Formula: C5H5N5OS2
Source: the OMol25 dataset
Level of theory: the ωB97M-V functional and the def2-TZVPD basis

Atoms and positions in Å:
O  -0.40  0.00  -2.16
C  0.54  -0.15  -1.44
C  1.58  -1.29  -1.54
S  2.82  -0.98  -0.22
C  2.04  0.39  0.33
N  2.23  1.23  1.34
N  1.28  2.14  1.22
N  0.50  1.88  0.23
N  0.93  0.72  -0.42
H  1.03  -2.18  -1.30
H  2.03  -1.14  -2.42
C  -2.56  0.79  0.89
N  -1.61  -0.25  1.18
C  -1.40  -1.43  0.98
S  -0.69  -2.81  0.79
H  -2.09  1.51  0.37
H  -3.37  0.43  0.36
H  -2.86  1.12  1.81

## Properties
**Total charge**: 0
**HOMO level**: -9.562 eV
**Frontier orbital gap**: 9.274 eV
**DFT total energy**: -36431.6798 eV
**LUMO**: -0.29 eV
**SMILES**: O=C1CSc2nnnn21.CN=C=S
**ΔE to the lowest compared entry with this formula, charge and spin**: 0.088 eV
**F_max**: 4.55 eV Å⁻¹

Formula: C34H28Cl2N2OPdS3Sb
Source: the OMol25 dataset
Level of theory: the ωB97M-V functional and the def2-TZVPD basis

Atoms and positions in Å:
Pd  0.64  -0.15  1.40
C  0.30  4.25  2.60
C  0.04  2.79  2.39
S  1.44  1.80  2.14
C  -1.20  2.28  2.33
C  -2.46  3.09  2.48
S  -1.41  0.58  2.00
H  1.36  4.45  2.74
H  -0.24  4.62  3.48
H  -0.04  4.82  1.74
H  -2.64  3.37  3.52
H  -3.33  2.55  2.12
H  -2.39  4.02  1.90
Cl  5.11  -1.69  -0.16
C  3.63  -2.58  -0.10
C  3.62  -3.93  -0.51
C  2.47  -4.66  -0.49
Cl  2.49  -6.31  -1.01
C  1.26  -4.08  -0.05
C  0.02  -4.75  0.01
C  -1.09  -4.09  0.45
C  -0.98  -2.74  0.83
N  0.16  -2.10  0.79
C  1.29  -2.73  0.36
C  2.49  -1.94  0.33
O  2.47  -0.67  0.68
H  4.55  -4.38  -0.85
H  -0.03  -5.78  -0.30
H  -2.05  -4.58  0.50
H  -1.85  -2.19  1.19
C  1.90  -2.20  -3.67
C  0.54  -2.39  -3.45
C  -0.15  -1.51  -2.62
C  0.52  -0.45  -2.03
C  1.88  -0.26  -2.25
C  2.57  -1.14  -3.08
Sb  -0.53  0.76  -0.68
C  -0.16  2.81  -0.92
C  1.15  3.30  -0.94
C  1.36  4.66  -1.12
C  0.28  5.53  -1.25
C  -1.01  5.04  -1.21
C  -1.24  3.68  -1.05
C  -2.49  0.50  -1.39
C  -3.54  -0.06  -0.68
C  -4.78  -0.21  -1.28
C  -4.97  0.20  -2.60
C  -3.92  0.75  -3.31
C  -2.68  0.90  -2.72
H  2.44  -2.88  -4.32
H  0.02  -3.22  -3.91
H  -1.21  -1.67  -2.45
H  2.42  0.53  -1.76
H  3.62  -1.00  -3.25
H  1.99  2.64  -0.79
H  2.37  5.04  -1.14
H  0.46  6.58  -1.39
H  -1.85  5.71  -1.31
H  -2.25  3.30  -1.02
H  -3.41  -0.36  0.35
H  -5.60  -0.65  -0.73
H  -5.94  0.08  -3.06
H  -4.07  1.07  -4.34
H  -1.86  1.32  -3.29
S  3.24  -2.05  5.21
C  1.61  -2.49  5.51
C  0.84  -2.10  4.47
N  1.50  -1.47  3.45
C  2.77  -1.38  3.71
H  1.32  -3.00  6.41
H  -0.23  -2.25  4.39
H  3.48  -0.91  3.04

## Properties
**Total charge**: +1
**HOMO level (spin up / spin down)**: -10.097 / -10.097 eV
**Frontier orbital gap (spin up / spin down)**: 6.166 / 6.167 eV
**DFT total energy**: -108303.3723 eV
**LUMO (spin up / spin down)**: -3.93 / -3.93 eV
**ΔE to the lowest compared entry with this formula, charge and spin**: 0.000 eV
**F_max**: 0.51 eV Å⁻¹